No. 1
Here is a cluster of 9 separate species, C33H64Cl4O16S8 in total from the OMol25 dataset. Energies are from the ωB97M-V functional and the def2-TZVPD basis.

**F_max**: 3.96 eV/Å
**Lowest unoccupied orbital energy**: 0.00485 Ha
**Total charge**: 0
**HOMO-LUMO gap**: 10.12 eV
**Highest occupied orbital energy**: -9.99 eV
**SMILES**: ClC(Cl)(Cl)Cl.O=S1(=O)CCCC1.O=S1(=O)CCCC1.O=S1(=O)CCCC1.O=S1(=O)CCCC1.O=S1(=O)CCCC1.O=S1(=O)CCCC1.O=S1(=O)CCCC1.O=S1(=O)CCCC1

Last column: Löwdin charge in e.
Cartesian coordinates (Å):
Cl1 3.331400 -4.546542 5.301310  0.521
C1 4.123013 -2.943162 5.372174  -2.028
Cl2 5.854240 -3.191053 5.430998  0.536
Cl3 3.888908 -1.948944 3.936155  0.530
Cl4 3.444337 -2.089180 6.780759  0.550
O1 -0.936891 1.867544 -2.870634  -0.326
S1 -0.649624 0.689204 -3.721879  0.684
O2 0.306399 -0.179389 -3.128407  -0.308
C2 -2.118241 -0.225260 -4.127328  -0.222
C3 -2.436685 0.205230 -5.544575  -0.207
C4 -1.069133 0.371394 -6.247331  -0.214
C5 -0.202634 1.199669 -5.321294  -0.239
H1 -2.927340 -0.108278 -3.416834  0.056
H2 -1.883625 -1.304263 -4.163182  0.128
H3 -3.024012 -0.541245 -6.095509  0.125
H4 -3.015138 1.109880 -5.524243  0.113
H5 -1.141190 0.694268 -7.287107  0.116
H6 -0.623361 -0.636598 -6.383095  0.125
H7 -0.489513 2.262165 -5.346331  0.118
H8 0.893656 1.119269 -5.453741  0.123
O3 -0.628185 6.870141 0.098237  -0.311
S2 -0.913721 5.556686 0.566226  0.649
O4 -0.150855 4.970480 1.659229  -0.330
C6 -2.641686 5.358665 0.928659  -0.219
C7 -3.073932 4.092434 0.152406  -0.191
C8 -2.288487 4.129257 -1.150638  -0.203
C9 -0.846057 4.470186 -0.811111  -0.231
H9 -3.038350 6.252171 0.422844  0.106
H10 -2.838509 5.503668 1.978298  0.103
H11 -2.841158 3.215375 0.753093  0.103
H12 -4.169003 4.144620 0.043125  0.121
H13 -2.677071 4.819353 -1.865561  0.118
H14 -2.217299 3.164742 -1.578002  0.066
H15 -0.193472 4.955119 -1.568453  0.120
H16 -0.388490 3.562594 -0.417044  0.084
O5 5.970336 -0.554256 -2.149820  -0.318
S3 5.595639 -1.893132 -2.548458  0.656
O6 6.565677 -2.933726 -2.387490  -0.325
C10 3.941777 -2.307058 -1.795214  -0.190
C11 2.950477 -1.575959 -2.722039  -0.188
C12 3.638188 -1.228802 -4.124781  -0.206
C13 5.025772 -1.819729 -4.233759  -0.241
H17 3.968546 -1.960279 -0.773480  0.090
H18 3.925322 -3.396536 -1.849560  0.094
H19 2.072187 -2.209159 -2.888532  0.101
H20 2.753608 -0.634955 -2.267445  0.069
H21 3.726084 -0.175399 -4.420088  0.114
H22 2.941339 -1.549635 -4.868272  0.092
H23 5.783112 -1.240100 -4.758490  0.110
H24 4.908543 -2.820397 -4.658876  0.112
O7 -0.195499 -1.888407 7.145078  -0.298
S4 -0.341047 -1.708228 5.750338  0.605
O8 0.461699 -0.747232 5.096560  -0.334
C14 -0.032253 -3.267291 4.914005  -0.211
C15 -1.444862 -3.651095 4.352363  -0.202
C16 -2.629551 -2.823637 4.934824  -0.181
C17 -2.011372 -1.415448 5.132970  -0.201
H25 0.392380 -3.978962 5.596488  0.074
H26 0.614861 -3.067784 4.100613  0.061
H27 -1.393723 -3.516396 3.252583  0.086
H28 -1.585701 -4.707511 4.540828  0.101
H29 -2.931782 -3.294750 5.886915  0.117
H30 -3.493357 -2.902008 4.309188  0.091
H31 -2.591056 -0.720355 5.738649  0.109
H32 -1.821455 -0.889152 4.194831  0.071
O9 2.337487 4.583296 -1.250324  -0.325
S5 3.491172 5.205597 -0.643067  0.655
O10 4.553366 5.616609 -1.522093  -0.330
C18 2.949415 6.627131 0.296494  -0.203
C19 3.045464 6.131567 1.787644  -0.192
C20 3.203623 4.621944 1.824729  -0.273
C21 4.130280 4.219456 0.733544  -0.215
H33 1.911793 6.883526 -0.085552  0.102
H34 3.661134 7.432421 0.013238  0.105
H35 4.015134 6.572840 2.125909  0.123
H36 2.189868 6.466876 2.382233  0.112
H37 2.243318 4.111539 1.801412  0.073
H38 3.570512 4.297770 2.800607  0.126
H39 4.015424 3.143340 0.480140  0.111
H40 5.152360 4.576123 0.795173  0.109
O11 -0.890762 -5.153941 -2.964908  -0.322
S6 -1.536790 -4.769645 -1.736789  0.665
O12 -2.906428 -4.334932 -1.822347  -0.318
C22 -1.062596 -6.050853 -0.561160  -0.218
C23 -0.274928 -5.348730 0.500479  -0.213
C24 0.503867 -4.246917 -0.202494  -0.218
C25 -0.550612 -3.528841 -0.979592  -0.281
H41 -0.512859 -6.710962 -1.203065  0.100
H42 -1.998200 -6.460327 -0.155945  0.113
H43 -0.896663 -4.912331 1.349723  0.134
H44 0.409429 -6.069264 0.965656  0.121
H45 1.286655 -4.579065 -0.918060  0.137
H46 0.810715 -3.466783 0.454234  0.083
H47 -0.197475 -2.823362 -1.727651  0.099
H48 -1.185107 -2.922680 -0.299687  0.095
O13 -4.875485 -0.137610 -2.297788  -0.333
S7 -4.229359 -0.653934 -1.099164  0.706
O14 -2.785392 -0.808313 -1.100372  -0.317
C26 -4.661483 0.293195 0.408913  -0.186
C27 -4.670020 -0.755205 1.551543  -0.178
C28 -4.549527 -2.177811 0.924136  -0.216
C29 -5.063061 -2.147240 -0.499956  -0.199
H49 -5.628127 0.780845 0.292758  0.102
H50 -3.889456 1.076704 0.465142  0.086
H51 -3.923819 -0.557666 2.281413  0.078
H52 -5.623361 -0.708221 2.077176  0.110
H53 -5.041746 -2.984144 1.474103  0.117
H54 -3.511724 -2.492828 0.964470  0.098
H55 -6.050704 -1.837382 -0.632500  0.084
H56 -4.754296 -3.010351 -1.116734  0.100
O15 -1.406153 0.340497 2.047053  -0.319
S8 -0.203413 -0.315674 1.613706  0.669
O16 -0.132899 -1.736860 1.819389  -0.330
C30 0.006296 0.069463 -0.144531  -0.199
C31 1.241849 1.029822 -0.187120  -0.182
C32 1.362324 1.678449 1.213851  -0.222
C33 1.265612 0.564392 2.219007  -0.201
H57 -0.891901 0.608082 -0.451354  0.078
H58 0.102586 -0.896135 -0.640704  0.069
H59 2.209445 0.568468 -0.405820  0.106
H60 1.129909 1.804168 -0.956830  0.100
H61 0.526440 2.444717 1.376964  0.127
H62 2.319969 2.222234 1.238972  0.085
H63 1.051497 0.824100 3.269356  0.106
H64 2.025205 -0.189983 2.155325  0.079

Cartesian forces (eV/Å) of the 3 atoms listed first:
0.08 0.41 -0.33
-0.21 0.05 0.20
0.40 -0.15 0.68



No. 2
Here is a structure of composition C43H30F3OPSTl from the OMol25 dataset. Energies are from the ωB97M-V functional and the def2-TZVPD basis.

**F_max**: 0.21 eV/Å
**Energy above the lowest of the compared OMol25 structures with the same formula, charge and spin**: 0.00 kcal per mole
**Lowest unoccupied orbital energy**: -0.11258 Ha
**Total charge**: +1
**HOMO-LUMO gap**: 7.72 eV
**Highest occupied orbital energy**: -10.78 eV

Last column: Löwdin charge in e.
Cartesian coordinates (Å):
Tl1 -0.257378 0.254336 -0.012812  1.097
C1 -6.144759 1.757626 -3.891866  -0.068
C2 -4.837969 1.688596 -4.357327  -0.071
C3 -3.838602 1.188650 -3.539522  -0.096
C4 -4.143373 0.736256 -2.255848  -0.381
C5 -5.454869 0.805745 -1.793808  -0.080
C6 -6.451242 1.319179 -2.612274  -0.066
P1 -2.788397 0.087358 -1.246623  1.034
C7 -3.438152 -0.023140 0.452471  -0.409
C8 -3.634472 -1.232915 1.115038  -0.070
C9 -4.057206 -1.243286 2.438464  -0.062
C10 -4.288847 -0.050386 3.105304  -0.066
C11 -4.088780 1.161283 2.453819  -0.064
C12 -3.654282 1.175507 1.140011  -0.119
C13 -2.554762 -1.641598 -1.737845  -0.328
C14 -3.523891 -2.291001 -2.459834  -0.058
C15 -3.366144 -3.626931 -2.873450  -0.048
C16 -2.225275 -4.296067 -2.550025  -0.013
C17 -1.196156 -3.667584 -1.806567  -0.153
C18 -0.027745 -4.398087 -1.478971  -0.010
C19 0.974825 -3.832417 -0.753546  -0.050
C20 0.857370 -2.492915 -0.331154  -0.107
C21 -0.260488 -1.756092 -0.631715  -0.247
C22 -1.340151 -2.318472 -1.386700  -0.199
H1 -6.923949 2.157088 -4.527268  0.110
H2 -4.597433 2.033362 -5.354116  0.109
H3 -2.816896 1.147340 -3.899758  0.106
H4 -5.701845 0.456607 -0.799233  0.108
H5 -7.469074 1.371714 -2.249282  0.110
H6 -3.467970 -2.169459 0.597305  0.110
H7 -4.211897 -2.187212 2.944056  0.112
H8 -4.623871 -0.062279 4.134031  0.110
H9 -4.264656 2.093887 2.973733  0.111
H10 -3.481416 2.121242 0.638100  0.105
H11 -4.432800 -1.764202 -2.722902  0.109
H12 -4.150668 -4.111254 -3.438491  0.114
H13 -2.083639 -5.325747 -2.854224  0.121
H14 0.048496 -5.423546 -1.818953  0.122
H15 1.863807 -4.394973 -0.503295  0.115
H16 1.664408 -2.048478 0.233731  0.077
O1 2.210834 0.002585 0.753544  -0.608
S1 3.278660 1.074001 0.750257  1.078
C23 2.718057 2.208227 -0.529071  -0.376
C24 2.275589 1.603800 -1.701465  -0.120
C25 1.807324 2.393898 -2.741661  -0.059
C26 1.800794 3.775508 -2.615140  -0.054
C27 2.289246 4.367256 -1.459360  -0.047
C28 2.761773 3.586665 -0.413140  -0.072
C29 3.087635 2.030409 2.239715  -0.392
C30 4.111506 2.904717 2.585453  -0.097
C31 4.033197 3.593208 3.786631  -0.064
C32 2.960114 3.375629 4.641680  -0.064
C33 1.966814 2.467959 4.301707  -0.055
C34 2.027044 1.785946 3.095052  -0.074
H17 2.329478 0.525880 -1.813434  0.111
H18 1.459579 1.927238 -3.654064  0.115
H19 1.429507 4.392375 -3.422186  0.114
H20 2.297413 5.445009 -1.364443  0.117
H21 3.118107 4.061250 0.490855  0.095
H22 4.973762 3.030244 1.940492  0.121
H23 4.822652 4.278164 4.064887  0.114
H24 2.908606 3.902520 5.585131  0.113
H25 1.143596 2.284040 4.978895  0.115
H26 1.276433 1.053956 2.834319  0.097
F1 0.406975 9.032771 3.712955  0.144
C35 -0.656493 8.695013 2.970341  -0.589
F2 -0.716721 9.558527 1.941027  0.151
F3 -1.753742 8.897188 3.716831  0.149
C36 -0.578929 7.272572 2.482288  -0.108
C37 -1.720118 6.687594 1.947861  0.007
C38 -1.668593 5.390654 1.473295  -0.003
C39 -0.472627 4.673078 1.533534  -0.224
C40 0.668793 5.271206 2.064863  -0.006
C41 0.614611 6.570129 2.540655  0.013
C42 -0.406586 3.323856 1.054835  -0.082
C43 -0.345468 2.186334 0.656440  -0.148
H27 -2.645115 7.246963 1.905617  0.131
H28 -2.549806 4.928055 1.049773  0.119
H29 1.592114 4.710140 2.106212  0.097
H30 1.496621 7.035717 2.957906  0.125

Cartesian forces (eV/Å) of the 3 atoms listed first:
0.01 -0.04 -0.09
0.00 0.00 -0.01
-0.01 0.00 -0.01



No. 3
Here is a structure of composition C23H31N7PdS from the OMol25 dataset. Energies are from the ωB97M-V functional and the def2-TZVPD basis.

**F_max**: 1.74 eV/Å
**Energy above the lowest of the compared OMol25 structures with the same formula, charge and spin**: 31.13 kcal per mole
**Lowest unoccupied orbital energy (alpha / beta)**: -0.01759 / -0.01811 Ha
**Total charge**: 0
**HOMO-LUMO gap (alpha / beta)**: 5.69 / 5.67 eV
**Highest occupied orbital energy (alpha / beta)**: -6.17 / -6.16 eV

Last column: natural (NBO) charge in e.
Cartesian coordinates (Å):
Pd1 0.197602 0.438781 0.504770  0.820
N1 3.440891 1.777616 3.161716  -0.782
C1 2.296036 1.458819 2.527256  0.294
S1 2.467650 0.612811 1.011140  -0.157
N2 1.181439 1.874393 3.123177  -0.452
N3 0.092255 1.533858 2.408088  -0.250
C2 -1.077531 1.827759 2.828693  -0.006
C3 -2.226459 1.394878 2.020342  0.163
C4 -3.531146 1.586565 2.448332  -0.234
C5 -4.578726 1.155770 1.650790  -0.148
C6 -4.298873 0.544828 0.440845  -0.260
C7 -2.969395 0.384465 0.083303  0.091
N4 -1.966152 0.796087 0.848581  -0.442
H1 4.295985 1.349469 2.855907  0.405
H2 3.370373 2.126206 4.102557  0.404
H3 -1.228285 2.352264 3.770707  0.194
H4 -3.712008 2.066875 3.401343  0.224
H5 -5.602628 1.295929 1.972350  0.223
H6 -5.085795 0.194491 -0.210934  0.230
H7 -2.687263 -0.103606 -0.841464  0.230
C8 0.416756 6.272814 0.055642  -0.400
N5 0.415466 4.948667 -0.542577  -0.340
C9 0.903743 4.595741 -1.776666  -0.094
C10 0.734161 3.247395 -1.871767  -0.087
N6 0.153202 2.764533 -0.723938  -0.496
C11 -0.020246 3.810591 0.047109  0.179
H8 0.724732 6.999814 -0.690857  0.217
H9 1.109153 6.316233 0.894956  0.212
H10 -0.581581 6.532767 0.402763  0.211
H11 1.319131 5.322367 -2.453137  0.217
H12 0.999822 2.594816 -2.687266  0.217
H13 -0.434348 3.796460 1.042856  0.200
C12 1.319041 -0.155019 -4.266595  -0.628
C13 1.069775 -1.319601 -3.337355  -0.002
C14 1.373711 -2.628795 -3.715877  -0.281
C15 1.178344 -3.672911 -2.824643  -0.002
C16 1.512914 -5.089724 -3.221775  -0.625
C17 0.675345 -3.425371 -1.544012  -0.272
C18 0.333392 -2.126911 -1.138600  0.161
C19 0.557032 -1.118494 -2.079643  -0.223
N7 -0.224621 -1.696657 0.074790  -0.656
C20 -0.235279 -2.571238 1.265140  0.101
C21 -0.940558 -3.920284 1.039501  -0.612
C22 -1.036680 -1.849025 2.349280  -0.598
C23 1.194633 -2.791590 1.782970  -0.631
H14 1.612304 -0.498140 -5.258321  0.211
H15 2.119225 0.479239 -3.878206  0.213
H16 0.424525 0.462716 -4.368690  0.210
H17 1.771425 -2.832477 -4.704604  0.194
H18 1.895963 -5.133719 -4.241006  0.209
H19 0.630804 -5.730849 -3.164130  0.212
H20 2.269278 -5.513299 -2.557686  0.213
H21 0.541065 -4.269323 -0.888377  0.192
H22 0.292007 -0.130498 -1.737546  0.178
H23 -1.836119 -3.790817 0.428092  0.214
H24 -1.247608 -4.316563 2.009701  0.203
H25 -0.305035 -4.677202 0.588760  0.202
H26 -2.052280 -1.648966 1.998944  0.200
H27 -0.564294 -0.903543 2.610633  0.204
H28 -1.092253 -2.465742 3.248702  0.202
H29 1.817927 -3.245871 1.011721  0.213
H30 1.191121 -3.453481 2.654600  0.195
H31 1.636966 -1.836286 2.059622  0.219

Cartesian forces (eV/Å) of the 3 atoms listed first:
-0.83 -0.68 1.38
0.13 -0.07 -0.01
-0.58 0.23 0.01



The highest total charge belongs to which entry?
C43H30F3OPSTl



Among the records above, which one has the highest F_max?
C33H64Cl4O16S8



Look up the F_max of the second one.
0.21 eV/Å